(1)
Density functional theory data (the ωB97M-V functional and the def2-TZVPD basis) for the molecule C21H23ClN4O4S.

Results
HOMO-LUMO gap ... 8.600 eV
Energy above the lowest of the compared OMol25 structures with the same formula, charge and spin ... 0.044 eV
HOMO ... -8.431 eV
E_tot ... -59659.621 eV

ORCA input file:
```
! wB97M-V def2-TZVPD RIJCOSX def2/J DEFGRID3
* xyz 0 1
Cl -7.75 -0.41 -1.84
S 0.10 -1.43 -0.40
O 6.16 2.35 -1.93
O 7.75 0.65 1.25
O 0.00 -2.86 -0.50
O -0.24 -0.63 -1.54
N 4.43 1.27 -0.99
N -3.35 0.04 0.76
N -0.71 -0.97 0.99
N 5.61 0.01 1.35
C -7.21 1.50 -0.02
C 3.78 0.27 -0.27
C -6.74 0.39 -0.69
C -2.23 0.84 0.29
C 4.35 -0.34 0.86
C -6.39 2.11 0.91
C 6.75 0.34 0.66
C 2.32 -1.61 1.20
C -4.63 0.53 0.47
C 5.76 1.40 -1.31
C 3.60 -1.27 1.58
C 6.62 0.24 -0.85
C -5.11 1.64 1.18
C 7.99 0.29 -1.51
C -1.87 -1.77 1.34
C -0.97 0.46 1.07
C -4.29 2.30 2.25
C -3.09 -1.37 0.52
C 1.77 -1.00 0.09
C 2.48 -0.07 -0.63
C -5.47 -0.10 -0.46
H -5.12 -0.95 -1.01
H -3.58 1.59 2.67
H 7.89 0.23 -2.59
H 6.10 -0.70 -1.09
H -2.07 -1.62 2.41
H -0.10 0.97 0.67
H -4.94 2.67 3.04
H -1.60 -2.81 1.15
H 5.75 -0.11 2.34
H -2.45 1.90 0.43
H -8.21 1.87 -0.21
H 8.61 -0.54 -1.17
H -6.76 2.97 1.46
H -2.88 -1.58 -0.54
H -3.96 -1.95 0.84
H -3.74 3.15 1.85
H 2.01 0.39 -1.49
H 4.05 -1.73 2.46
H 1.74 -2.34 1.75
H 8.49 1.22 -1.26
H 3.82 1.93 -1.47
H -2.04 0.66 -0.78
H -1.09 0.72 2.13
*
```

***

(2)
Density functional theory data (the ωB97M-V functional and the def2-TZVPD basis) for the molecule C21H23F2N3O6S.

Results
HOMO-LUMO gap ... 9.286 eV
Energy above the lowest of the compared OMol25 structures with the same formula, charge and spin ... 1.791 eV
HOMO ... -9.001 eV
E_tot ... -55174.213 eV

ORCA input file:
```
! wB97M-V def2-TZVPD RIJCOSX def2/J DEFGRID3
* xyz 0 1
S -0.46 -3.69 2.87
F -0.22 0.08 -1.71
F -0.49 -0.39 -3.79
O -1.43 -4.68 3.25
O 0.62 -3.37 3.76
O 0.49 -3.11 -1.12
O 1.22 2.97 0.96
O 1.54 0.28 -3.10
O -2.10 3.05 2.04
N -0.55 1.37 2.06
N 0.23 -4.22 1.46
N 0.98 3.24 -0.38
C -0.64 -0.99 2.45
C 1.07 3.94 -3.12
C 0.97 3.11 -5.37
C -0.63 -4.64 0.39
C 1.17 1.82 -4.90
C -2.68 0.18 1.95
C -1.35 -2.17 2.50
C 1.47 2.42 -1.21
C -0.78 -3.54 -0.67
C 1.49 -3.65 1.02
C -1.30 0.20 2.16
C 1.30 2.66 -2.63
C 1.33 1.60 -3.55
C -2.71 -2.20 2.29
C -0.96 2.66 1.97
C -3.37 -1.01 2.02
C 0.24 3.61 1.77
C 0.86 3.96 3.12
C 0.43 -0.42 -2.80
C 0.91 4.17 -4.47
C 1.27 -2.59 -0.06
H 0.69 -1.47 -2.59
H 2.22 -2.29 -0.50
H 0.76 -1.71 0.36
H 0.74 5.17 -4.84
H 2.03 1.53 -0.91
H -0.12 4.51 1.26
H -1.33 -2.68 -0.25
H -3.23 -3.14 2.37
H 0.42 -1.00 2.66
H 1.23 3.06 3.61
H 1.97 -3.23 1.90
H 0.10 4.42 3.75
H 1.20 0.98 -5.58
H 1.68 4.65 2.98
H 2.10 -4.46 0.62
H -3.20 1.11 1.74
H -1.30 -3.91 -1.55
H 1.03 4.76 -2.41
H -0.19 -5.53 -0.08
H -4.44 -1.02 1.86
H -1.59 -4.91 0.83
H 0.46 1.23 2.01
H 0.85 3.28 -6.43
*
```

***

(3)
Density functional theory data (the ωB97M-V functional and the def2-TZVPD basis) for the molecule C21H23FN2O2S.

Results
HOMO-LUMO gap ... 8.452 eV
Energy above the lowest of the compared OMol25 structures with the same formula, charge and spin ... 0.000 eV
HOMO ... -7.943 eV
E_tot ... -42778.127 eV

ORCA input file:
```
! wB97M-V def2-TZVPD RIJCOSX def2/J DEFGRID3
* xyz 0 1
S 0.69 -2.62 -1.28
F 2.77 -1.62 4.67
O 1.99 -2.10 -1.62
O 0.59 -4.02 -0.96
N -2.29 -1.89 -0.92
N -0.20 2.13 0.65
C 0.87 1.45 2.73
C 0.19 0.28 3.02
C 2.15 -0.61 4.03
C 0.56 1.30 -2.73
C 2.20 1.58 3.10
C 0.65 2.04 -0.42
C -1.39 1.18 -1.01
C -2.50 0.53 -1.77
C 1.88 1.66 -2.85
C 0.16 2.56 1.98
C 2.59 2.20 -1.77
C 1.98 2.40 -0.55
C -0.48 -2.23 -2.61
C -3.10 -0.71 -1.07
C 0.00 -1.66 0.09
C -1.46 -2.08 0.24
C -0.07 1.46 -1.50
C -1.41 1.61 0.28
C 0.82 -0.77 3.67
C 2.85 0.55 3.76
C -1.87 -2.61 -2.09
H 0.80 3.44 1.91
H -1.92 -1.56 1.08
H -0.36 -1.18 -2.81
H -1.84 -3.67 -1.84
H -0.85 0.17 2.73
H 2.53 2.82 0.28
H 2.39 1.54 -3.79
H -3.99 -1.00 -1.64
H 0.30 -1.68 3.90
H 0.03 0.91 -3.58
H -0.20 -2.82 -3.48
H -3.43 -0.41 -0.07
H -3.32 1.25 -1.90
H 3.88 0.63 4.05
H 2.74 2.49 2.89
H -2.15 0.26 -2.77
H -2.23 1.60 0.98
H -1.45 -3.16 0.46
H 0.58 -1.89 0.98
H 0.12 -0.62 -0.18
H 3.63 2.47 -1.90
H -2.62 -2.45 -2.87
H -0.76 2.84 2.50
*
```

***

(4)
Density functional theory data (the ωB97M-V functional and the def2-TZVPD basis) for a structure of composition C21H23GeIN4O2Re.

Results
HOMO-LUMO gap (spin up / spin down) ... 7.773 / 7.902 eV
Energy above the lowest of the compared OMol25 structures with the same formula, charge and spin ... 0.000 eV
HOMO (spin up / spin down) ... -14.852 / -15.598 eV
E_tot ... -98937.337 eV

ORCA input file:
```
! wB97M-V def2-TZVPD RIJCOSX def2/J DEFGRID3
* xyz 2 4
Re 0.50 0.42 -0.22
I 2.25 -1.07 -2.61
Ge -2.77 -1.27 -0.46
O 2.53 3.27 -2.33
O -0.23 3.84 -2.29
N -0.98 1.75 0.43
N 0.88 2.08 -1.22
N 2.63 0.93 0.29
N 1.27 -1.60 0.10
C 2.42 -3.50 -0.79
C 1.94 -2.21 -0.90
C -1.03 -0.54 -1.22
C -2.73 2.47 1.85
C 3.43 0.36 1.20
C -2.98 3.56 1.02
C 4.76 0.69 1.32
C 3.16 1.85 -0.54
C 4.49 2.22 -0.50
C -1.19 2.83 -0.36
C -3.06 -2.91 -1.47
C -2.20 3.73 -0.11
C -4.15 0.05 -0.80
C -1.74 1.57 1.52
C 5.31 1.63 0.46
C 2.19 -4.19 0.39
C 2.21 2.48 -1.50
C 1.08 -2.28 1.25
C 1.52 -3.57 1.43
C -0.18 3.00 -1.45
C -2.66 -1.70 1.46
H 1.33 -4.08 2.36
H -4.17 0.32 -1.86
H -1.54 0.70 2.12
H 2.96 -3.95 -1.61
H -0.63 -1.39 -1.78
H 2.98 -0.38 1.85
H -5.12 -0.36 -0.55
H -3.32 2.31 2.75
H 0.56 -1.75 2.04
H 4.85 2.96 -1.20
H 5.37 0.22 2.08
H -4.02 0.96 -0.22
H -3.76 4.26 1.26
H 6.35 1.90 0.53
H -3.24 -2.60 1.64
H -2.29 -3.65 -1.25
H -3.05 -2.72 -2.54
H -2.33 4.57 -0.79
H -1.39 0.18 -1.97
H 2.55 -5.21 0.49
H -1.65 -1.90 1.81
H -4.03 -3.35 -1.21
H -3.09 -0.92 2.09
*
```

***

(5)
Density functional theory data (the ωB97M-V functional and the def2-TZVPD basis) for a structure of composition C21H23N3O13PS2TcTe.

Results
HOMO-LUMO gap (spin up / spin down) ... 6.986 / 5.587 eV
Energy above the lowest of the compared OMol25 structures with the same formula, charge and spin ... 3.002 eV
HOMO (spin up / spin down) ... -5.402 / -5.405 eV
E_tot ... -93693.951 eV

ORCA input file:
```
! wB97M-V def2-TZVPD RIJCOSX def2/J DEFGRID3
* xyz -1 4
Te -2.19 0.39 -3.72
Tc 0.59 0.12 0.23
S 0.62 1.26 -2.23
S 3.39 -0.19 -1.17
P -2.33 1.02 -1.41
O -0.10 -0.01 -1.96
O 4.43 -1.20 -1.16
O -1.29 2.10 3.27
O -1.45 2.05 -0.89
O -0.80 1.01 1.38
O -0.09 2.19 -3.07
O 2.10 -0.82 -0.75
O -3.90 1.46 -1.27
O 1.22 1.76 -1.01
O 2.64 1.79 6.70
O 3.71 1.02 -0.47
O 4.36 0.46 6.11
O -2.27 -0.36 -0.54
N -0.04 -1.69 0.89
N -0.87 -3.71 0.65
N 1.54 0.45 2.00
C 2.77 0.01 2.28
C 3.12 0.17 -2.91
C 0.89 1.15 2.95
C -1.36 -4.90 0.02
C -3.46 -0.79 1.53
C -0.52 1.50 2.54
C -0.45 -2.60 0.02
C -0.20 -2.25 2.13
C 1.42 1.40 4.20
C -3.98 3.88 -1.29
C 2.71 0.53 -5.62
C 4.10 -0.21 -3.82
C -0.71 -3.50 1.98
C 2.68 0.91 4.50
C 1.95 0.75 -3.35
C 3.31 1.08 5.96
C -3.41 -0.99 0.02
C 1.74 0.92 -4.71
C 3.90 -0.02 -5.18
C -4.18 2.61 -0.49
C 3.36 0.21 3.52
H -2.93 3.97 -1.55
H -0.98 -4.24 2.71
H -5.23 2.50 -0.18
H -2.54 -1.14 1.98
H 4.66 -0.31 -5.89
H -4.56 3.83 -2.21
H -0.46 -2.44 -1.04
H -1.99 -5.45 0.72
H -3.55 0.27 1.76
H -4.30 -1.33 1.95
H 4.99 -0.67 -3.43
H -0.53 -5.55 -0.28
H -1.94 -4.65 -0.87
H -3.34 -2.06 -0.22
H -4.32 -0.59 -0.45
H 0.81 1.37 -5.04
H 0.84 1.95 4.94
H 3.27 -0.54 1.50
H 0.06 -1.73 3.02
H -4.28 4.75 -0.71
H -3.54 2.63 0.40
H 2.53 0.66 -6.68
H 4.34 -0.18 3.73
*
```

***

(6)
Density functional theory data (the ωB97M-V functional and the def2-TZVPD basis) for the molecule C21H23N3O4.

Results
HOMO-LUMO gap ... 8.035 eV
Energy above the lowest of the compared OMol25 structures with the same formula, charge and spin ... 1.965 eV
HOMO ... -7.383 eV
E_tot ... -34811.002 eV

ORCA input file:
```
! wB97M-V def2-TZVPD RIJCOSX def2/J DEFGRID3
* xyz 0 1
O -1.89 -6.57 -3.76
O 1.05 5.59 6.04
O 0.99 3.20 0.27
O 0.18 6.58 4.15
N 0.52 -2.74 -2.49
N 0.67 1.26 1.43
N -1.64 -4.37 -3.37
C -2.98 -6.35 -6.27
C -2.00 -5.42 -4.16
C 1.48 2.72 3.78
C -1.58 -2.98 -3.74
C 0.94 3.31 2.64
C 1.09 4.71 5.00
C 0.80 -0.43 -1.86
C 0.26 -2.02 -0.17
C 0.56 5.31 3.86
C 0.49 6.78 5.52
C 0.44 -4.14 -2.13
C 0.50 -1.75 -1.52
C -1.01 -4.63 -2.09
C 1.57 3.42 4.99
C 0.32 -1.02 0.78
C 0.49 4.63 2.67
C 0.88 2.60 1.33
C 0.61 0.30 0.42
C -0.11 -2.51 -3.77
C -2.56 -5.08 -5.53
C 0.85 0.58 -0.92
H -3.42 -4.42 -5.41
H 0.51 0.90 2.36
H 0.10 5.09 1.77
H -1.06 -5.70 -1.90
H -1.57 -4.10 -1.31
H -3.36 -6.10 -7.25
H 1.21 7.61 5.62
H 1.02 -0.17 -2.89
H -2.05 -2.81 -4.70
H 1.08 1.59 -1.22
H 0.13 -1.26 1.82
H 0.02 -3.02 0.17
H -0.08 -1.46 -4.03
H 0.43 -3.08 -4.53
H -3.74 -6.87 -5.70
H 1.99 2.97 5.87
H -2.11 -2.39 -2.98
H -1.79 -4.56 -6.11
H 1.88 1.72 3.74
H 0.97 -4.71 -2.91
H -0.43 7.03 6.07
H 0.94 -4.31 -1.18
H -2.13 -7.02 -6.38
*
```

***

(7)
Density functional theory data (the ωB97M-V functional and the def2-TZVPD basis) for the molecule C21H23N3O5.

Results
HOMO-LUMO gap ... 7.795 eV
Energy above the lowest of the compared OMol25 structures with the same formula, charge and spin ... 3.598 eV
HOMO ... -7.475 eV
E_tot ... -36856.374 eV

ORCA input file:
```
! wB97M-V def2-TZVPD RIJCOSX def2/J DEFGRID3
* xyz 0 1
O 1.37 -2.25 -0.17
O -6.15 -1.61 0.39
O 6.13 -1.81 0.09
O 5.85 1.11 0.15
O 1.67 4.38 0.06
N -1.18 2.36 0.12
N 3.04 2.01 0.10
N -0.34 3.40 0.07
C -2.43 2.57 0.15
C 1.20 0.74 -0.03
C 3.79 -2.00 -0.02
C -3.01 0.16 0.24
C -7.55 -1.43 0.35
C 1.03 3.34 0.06
C 1.50 -3.65 -0.24
C -4.76 1.79 0.22
C 2.34 -0.11 -0.01
C 7.02 -1.46 1.14
C 3.47 0.72 0.07
C -5.32 -0.54 0.31
C 2.50 -1.51 -0.07
C -8.06 -1.17 -1.07
C 6.57 1.20 -1.07
C 4.92 -1.16 0.08
C 1.67 2.03 0.05
C -5.71 0.79 0.28
C -3.95 -0.84 0.30
C 4.78 0.22 0.11
C -3.40 1.50 0.20
H -7.95 -2.38 0.72
H -7.86 -0.63 1.03
H 3.61 2.84 0.17
H -0.72 4.35 0.07
H 7.39 1.89 -0.88
H 1.97 -4.05 0.67
H -7.77 -1.99 -1.72
H -5.08 2.83 0.19
H 7.25 -0.39 1.15
H 6.61 -1.74 2.11
H -7.65 -0.25 -1.47
H 0.49 -4.04 -0.32
H 3.99 -3.06 -0.05
H -9.15 -1.09 -1.05
H -6.75 1.07 0.29
H 0.18 0.44 -0.09
H 5.93 1.58 -1.87
H -3.66 -1.88 0.33
H -2.83 3.60 0.13
H 7.93 -2.02 0.95
H -1.96 -0.08 0.24
H 6.97 0.22 -1.37
H 2.08 -3.96 -1.11
*
```

***

(8)
Density functional theory data (the ωB97M-V functional and the def2-TZVPD basis) for a structure of composition C21H23N6O16RuS.

Results
HOMO-LUMO gap (spin up / spin down) ... 7.919 / 7.857 eV
Energy above the lowest of the compared OMol25 structures with the same formula, charge and spin ... 0.000 eV
HOMO (spin up / spin down) ... -9.620 / -10.044 eV
E_tot ... -77253.249 eV

ORCA input file:
```
! wB97M-V def2-TZVPD RIJCOSX def2/J DEFGRID3
* xyz 0 6
Ru -0.17 -1.46 -0.40
S -1.66 -0.20 2.55
O -2.21 1.22 0.11
O 1.12 2.33 -1.47
O -4.58 5.55 -3.74
O -3.08 2.14 -6.81
O 5.78 3.46 -0.78
O 0.73 0.26 -1.91
O -1.20 -1.13 1.43
O -4.43 5.21 -1.62
O -1.90 0.51 -6.06
O 4.71 -2.93 0.38
O -1.84 -0.47 -1.32
O -0.81 -5.52 0.28
O -0.07 -3.42 0.31
O 1.92 -1.40 -0.16
O 3.89 -2.07 2.18
O 7.05 2.06 0.26
N -0.96 -2.89 -2.11
N 6.00 2.38 -0.28
N -4.25 4.89 -2.77
N -2.58 1.50 -5.91
N 1.44 1.17 -1.44
N 4.26 -2.02 1.03
C -2.66 1.56 -2.19
C 5.12 0.17 0.35
C -0.76 -4.41 -0.18
C 4.09 -0.72 0.35
C -2.21 0.73 -1.02
C -0.59 1.26 2.58
C 2.82 -0.49 -0.24
C -3.25 2.80 -1.95
C -1.59 -4.02 -1.40
C -1.05 -3.29 5.20
C -2.44 1.14 -3.49
C 1.90 0.59 2.91
C 0.80 1.10 1.98
C -3.62 3.58 -3.03
C -3.43 3.19 -4.34
C -2.83 1.96 -4.53
C 2.70 0.79 -0.83
C 3.71 1.73 -0.83
C -1.06 -1.08 4.02
C 4.91 1.41 -0.26
C -1.26 -2.58 3.86
H -0.57 1.55 3.63
H 6.07 -0.06 0.80
H -2.26 -2.79 3.48
H 1.91 1.14 3.85
H -0.02 -0.83 4.20
H -1.16 2.00 2.02
H -1.75 -4.89 -2.04
H -0.06 -3.08 5.60
H -1.96 0.19 -3.69
H 2.88 0.70 2.44
H 3.56 2.70 -1.29
H -1.13 -4.37 5.07
H -1.63 -2.32 -2.61
H -0.24 -3.21 -2.75
H -1.66 -0.69 4.85
H -0.56 -2.96 3.11
H -1.79 -2.98 5.93
H 1.08 2.07 1.57
H -3.73 3.81 -5.17
H -3.41 3.14 -0.94
H -2.56 -3.68 -1.05
H 1.79 -0.47 3.13
H 0.74 0.43 1.12
*
```

***

(9)
Density functional theory data (the ωB97M-V functional and the def2-TZVPD basis) for the molecule C21H23NO2S.

Results
HOMO-LUMO gap ... 9.292 eV
Energy above the lowest of the compared OMol25 structures with the same formula, charge and spin ... 0.000 eV
HOMO ... -8.602 eV
E_tot ... -38570.578 eV

ORCA input file:
```
! wB97M-V def2-TZVPD RIJCOSX def2/J DEFGRID3
* xyz 0 1
S -2.55 2.15 0.58
O 1.79 2.19 -1.60
O -2.97 -3.10 0.79
N -1.61 -1.39 0.23
C -4.00 2.61 -0.21
C -3.08 0.50 0.68
C -2.21 -0.56 1.27
C 3.23 -0.33 -0.09
C 0.81 -0.92 0.08
C -0.57 -0.77 -0.56
C 4.88 -0.14 1.65
C -2.08 -2.66 0.08
C -1.44 -3.50 -1.01
C 4.13 -1.10 -0.83
C 5.38 -1.39 -0.33
C -1.95 -4.93 -0.97
C 1.85 -0.04 -0.64
C 0.98 2.17 0.47
C 1.51 1.41 -0.53
C -4.84 1.55 -0.39
C 5.76 -0.91 0.92
C 0.92 3.50 -0.03
C -4.31 0.35 0.11
C 3.62 0.15 1.15
C 1.43 3.45 -1.29
H -5.80 1.63 -0.87
H 5.17 0.24 2.62
H 0.55 4.36 0.49
H -3.03 -4.95 -1.07
H 2.94 0.75 1.73
H 1.84 -0.30 -1.71
H -4.15 3.63 -0.49
H 1.58 4.20 -2.03
H -0.56 -1.19 -1.56
H -1.51 -5.51 -1.78
H 6.07 -1.98 -0.91
H -1.41 -0.11 1.87
H -1.69 -5.39 -0.02
H -0.81 0.29 -0.64
H 6.74 -1.13 1.31
H 0.76 -0.62 1.13
H -1.68 -3.05 -1.98
H 1.14 -1.96 0.05
H 3.84 -1.47 -1.80
H -0.35 -3.48 -0.90
H 0.65 1.85 1.43
H -4.81 -0.60 0.07
H -2.80 -1.22 1.90
*
```

***

Look up the energy above the lowest of the compared OMol25 structures with the same formula, charge and spin of the ninth one. 0.000 eV